1.
Entry from the Open Molecules 2025 dataset: a 2-piece molecular cluster, C3H13N4P overall at a distorted geometry (ωB97M-V/def2-TZVPD).

Properties
- Gap between HOMO and LUMO: 8.71 eV
- Strongest force on any atom: 4.578 eV Å⁻¹
- SMILES: [H]/N=P(=N/C)/NC.CN
- Calculated total energy: -18568.8332 eV

Each line ends with the natural charge from an NBO analysis.
Atoms and positions in Å:
H1 0.326 0.629 1.323  0.369
N1 0.279 -0.050 0.666  -1.247
P1 0.802 0.718 -0.542  2.064
N2 1.222 2.240 -0.456  -0.994
C1 1.985 2.966 -1.379  -0.416
N3 1.279 -0.278 -1.690  -0.962
C2 1.013 -1.654 -1.708  -0.406
H2 2.987 2.495 -1.413  0.175
H3 1.992 3.934 -0.927  0.206
H4 1.497 2.995 -2.331  0.177
H5 1.521 0.007 -2.579  0.411
H6 0.847 -2.105 -0.741  0.246
H7 0.201 -1.938 -2.500  0.182
H8 1.870 -2.099 -2.148  0.195
C3 -2.658 -1.633 2.683  -0.410
N4 -2.759 -0.392 1.920  -0.862
H9 -3.221 -1.549 3.694  0.191
H10 -2.893 -2.453 2.011  0.196
H11 -1.621 -1.858 2.904  0.167
H12 -2.388 -0.386 0.936  0.367
H13 -2.281 0.412 2.279  0.350

2.
Entry from the Open Molecules 2025 dataset: one molecule with the formula C3H13N5 at a distorted geometry (ωB97M-V/def2-TZVPD).

Properties
- Gap between HOMO and LUMO: 8.54 eV
- Strongest force on any atom: 2.432 eV Å⁻¹
- Calculated total energy: -10768.1116 eV

Each line ends with the natural charge from an NBO analysis.
Atoms and positions in Å:
C1 -1.368 -2.388 -0.230  -0.428
N1 -1.235 -0.980 0.145  -0.129
N2 1.402 1.076 -1.267  -1.018
N3 -2.022 -0.195 -0.812  -0.716
H1 -2.978 -0.286 -0.472  0.349
H2 -1.745 0.773 -0.607  0.411
H3 0.977 1.785 -1.850  0.377
H4 2.412 1.113 -1.332  0.359
H5 -2.414 -2.669 -0.112  0.211
H6 -1.067 -2.577 -1.269  0.188
H7 -0.779 -2.999 0.457  0.194
C2 1.701 1.045 1.349  -0.693
C3 0.622 1.104 0.290  0.543
N4 0.131 -0.588 -0.051  -0.539
N5 -0.424 1.849 0.351  -0.955
H8 0.561 -0.500 -1.054  0.437
H9 0.710 -1.212 0.502  0.385
H10 -0.383 2.519 1.110  0.359
H11 2.491 0.346 1.075  0.206
H12 2.145 2.033 1.470  0.237
H13 1.263 0.751 2.305  0.222

3.
Entry from the Open Molecules 2025 dataset: a 3-piece molecular cluster, C3H13NO2 overall at a distorted geometry (ωB97M-V/def2-TZVPD).

Properties
- Gap between HOMO and LUMO: 9.57 eV
- Strongest force on any atom: 1.366 eV Å⁻¹
- SMILES: CC(C)N.O.O
- Calculated total energy: -8906.6462 eV

Each line ends with the natural charge from an NBO analysis.
Atoms and positions in Å:
C1 -0.737 -2.327 0.260  -0.608
C2 -1.224 -1.321 -0.760  -0.053
C3 -2.283 -0.404 -0.160  -0.620
N1 -1.620 -1.925 -1.989  -0.856
H1 -0.269 -1.766 1.071  0.204
H2 -0.039 -3.060 -0.133  0.218
H3 -1.517 -2.904 0.765  0.198
H4 -0.334 -0.734 -0.999  0.180
H5 -2.437 0.470 -0.804  0.204
H6 -2.101 -0.078 0.843  0.205
H7 -3.264 -0.890 -0.187  0.201
H8 -2.358 -2.608 -1.977  0.360
H9 -1.702 -1.326 -2.786  0.366
O1 3.976 1.177 2.948  -0.953
H10 3.581 0.305 2.944  0.476
H11 4.634 1.279 3.646  0.477
O2 2.648 5.615 -1.189  -0.938
H12 2.111 4.816 -1.221  0.468
H13 2.938 5.682 -0.272  0.469

4.
Entry from the Open Molecules 2025 dataset: a 3-piece molecular cluster, C3H13NO2 overall at a distorted geometry (ωB97M-V/def2-TZVPD).

Properties
- Gap between HOMO and LUMO: 10.28 eV
- Strongest force on any atom: 4.035 eV Å⁻¹
- SMILES: CC(C)N.O.O
- Calculated total energy: -8906.0355 eV

Each line ends with the natural charge from an NBO analysis.
Atoms and positions in Å:
C1 1.351 1.263 -0.099  -0.637
C2 0.031 1.275 -1.025  -0.037
C3 0.200 0.048 -1.913  -0.603
N1 -1.176 1.210 -0.280  -0.820
H1 2.339 1.196 -0.653  0.212
H2 1.450 2.133 0.540  0.201
H3 1.268 0.440 0.616  0.197
H4 0.083 2.155 -1.665  0.181
H5 -0.611 -0.122 -2.519  0.212
H6 1.045 0.103 -2.566  0.216
H7 0.149 -0.831 -1.247  0.185
H8 -1.148 1.641 0.623  0.335
H9 -1.441 0.260 -0.053  0.358
O1 -1.348 0.516 2.859  -0.920
H10 -0.366 0.821 2.978  0.470
H11 -1.585 0.870 2.029  0.451
O2 0.739 -3.723 -0.064  -0.938
H12 0.878 -3.074 -0.677  0.465
H13 1.544 -3.924 0.424  0.474

5.
Entry from the Open Molecules 2025 dataset: a 3-piece molecular cluster, C3H13NO2 overall at a distorted geometry (ωB97M-V/def2-TZVPD).

Properties
- Gap between HOMO and LUMO (spin up / spin down): 10.14 / 4.86 eV
- Strongest force on any atom: 3.023 eV Å⁻¹
- Spin multiplicity: 2
- Net charge: +1
- Calculated total energy: -8897.1493 eV

Each line ends with the natural charge from an NBO analysis.
Atoms and positions in Å:
C1 -0.334 -0.901 -0.803  -0.293
C2 -1.865 -0.852 -0.788  -0.440
C3 -2.533 0.040 -1.880  -0.599
N1 0.209 -0.405 0.451  -0.288
H1 0.119 -0.375 -1.652  0.266
H2 0.066 -1.914 -0.965  0.322
H3 -2.264 -0.590 0.189  0.227
H4 -2.213 -1.880 -0.907  0.246
H5 -1.785 0.665 -2.363  0.213
H6 -3.225 0.671 -1.334  0.237
H7 -3.073 -0.552 -2.609  0.243
H8 -0.359 -0.913 1.140  0.418
H9 1.198 -0.281 0.701  0.439
H10 5.781 -0.383 1.389  0.464
H11 4.853 0.727 1.780  0.454
O1 5.678 0.317 2.040  -0.917
H12 -0.149 2.939 2.145  0.494
H13 -0.149 1.685 1.294  0.440
O2 0.045 2.002 2.172  -0.926

6.
Entry from the Open Molecules 2025 dataset: a 3-piece molecular cluster, C3H13NO3 overall at a distorted geometry (ωB97M-V/def2-TZVPD).

Properties
- Gap between HOMO and LUMO: 10.11 eV
- Strongest force on any atom: 1.415 eV Å⁻¹
- SMILES: C[C@H](O)CN.O.O
- Calculated total energy: -10953.9432 eV

Each line ends with the natural charge from an NBO analysis.
Atoms and positions in Å:
C1 0.346 2.360 -0.274  -0.633
C2 0.046 0.842 -0.370  0.077
O1 0.299 0.322 -1.681  -0.719
C3 -1.374 0.557 0.066  -0.246
N1 -1.855 -0.817 0.005  -0.812
H1 -0.156 2.770 0.597  0.221
H2 1.427 2.462 -0.248  0.220
H3 -0.064 2.845 -1.162  0.193
H4 0.761 0.340 0.285  0.167
H5 0.201 1.070 -2.253  0.457
H6 -1.578 0.978 1.054  0.193
H7 -2.051 1.181 -0.541  0.178
H8 -1.619 -1.172 -0.917  0.359
H9 -1.254 -1.380 0.592  0.343
O2 2.132 -1.444 -3.537  -0.940
H10 2.227 -1.853 -4.391  0.467
H11 1.932 -0.517 -3.630  0.473
O3 -0.004 -1.365 5.506  -0.930
H12 -0.194 -2.267 5.260  0.465
H13 -0.343 -1.320 6.396  0.465

7.
Entry from the Open Molecules 2025 dataset: a 4-piece molecular cluster, C3H13NO3 overall at a distorted geometry (ωB97M-V/def2-TZVPD).

Properties
- Gap between HOMO and LUMO: 10.57 eV
- Strongest force on any atom: 3.923 eV Å⁻¹
- SMILES: C=NCC.O.O.O
- Calculated total energy: -10952.7796 eV

Each line ends with the natural charge from an NBO analysis.
Atoms and positions in Å:
C1 -1.862 0.662 -0.652  -0.056
N1 -0.673 1.099 -0.329  -0.431
C2 -0.352 1.065 1.119  -0.281
C3 1.082 1.576 1.212  -0.640
H1 -2.725 0.885 0.050  0.163
H2 -2.153 0.488 -1.704  0.178
H3 -0.516 0.044 1.379  0.241
H4 -0.979 1.789 1.676  0.195
H5 1.618 1.126 2.084  0.218
H6 1.263 2.692 1.196  0.214
H7 1.624 1.456 0.218  0.235
O1 -1.418 -2.331 0.907  -0.992
H8 -0.463 -2.584 0.743  0.516
H9 -1.898 -2.064 0.104  0.469
O2 1.348 0.100 -2.055  -1.016
H10 0.489 0.511 -1.628  0.507
H11 1.155 0.113 -3.097  0.475
O3 1.144 -2.351 -0.256  -0.976
H12 1.345 -1.544 -0.800  0.511
H13 1.971 -2.733 -0.167  0.468

8.
Entry from the Open Molecules 2025 dataset: a 3-piece molecular cluster, C3H13NO3 overall at a distorted geometry (ωB97M-V/def2-TZVPD).

Properties
- Gap between HOMO and LUMO: 9.82 eV
- Strongest force on any atom: 1.476 eV Å⁻¹
- SMILES: C[C@H](N)CO.O.O
- Calculated total energy: -10953.5611 eV

Each line ends with the natural charge from an NBO analysis.
Atoms and positions in Å:
C1 0.749 0.961 1.900  -0.623
C2 0.139 0.934 0.503  -0.082
N1 -1.285 0.650 0.582  -0.851
C3 0.861 -0.061 -0.418  -0.071
O1 2.099 0.380 -1.018  -0.735
H1 -0.059 0.822 2.615  0.212
H2 1.541 0.248 2.142  0.215
H3 1.263 1.884 2.167  0.217
H4 0.279 1.916 0.026  0.164
H5 -1.630 0.235 -0.287  0.378
H6 -1.509 -0.033 1.294  0.355
H7 1.274 -0.827 0.231  0.187
H8 0.221 -0.483 -1.194  0.158
H9 1.971 1.243 -1.367  0.458
O2 -3.362 -0.099 -1.229  -0.947
H10 -3.772 0.473 -0.579  0.485
H11 -3.064 0.407 -1.982  0.476
O3 1.276 -2.991 -0.733  -0.926
H12 2.001 -2.416 -1.024  0.467
H13 1.008 -3.241 -1.630  0.462

9.
Entry from the Open Molecules 2025 dataset: a 4-piece molecular cluster, C3H13NO3 overall at a distorted geometry (ωB97M-V/def2-TZVPD).

Properties
- Gap between HOMO and LUMO: 9.21 eV
- Strongest force on any atom: 1.367 eV Å⁻¹
- SMILES: C=C(C)N.O.O.O
- Calculated total energy: -10953.6206 eV

Each line ends with the natural charge from an NBO analysis.
Atoms and positions in Å:
C1 -0.902 -0.091 -1.375  -0.546
C2 -1.836 0.851 -1.239  0.205
C3 -1.531 2.287 -1.654  -0.645
N1 -3.093 0.610 -0.700  -0.807
H1 -0.963 -1.135 -1.081  0.200
H2 0.099 0.023 -1.759  0.190
H3 -2.356 2.749 -2.192  0.208
H4 -0.614 2.232 -2.231  0.226
H5 -1.376 2.864 -0.742  0.222
H6 -3.820 1.199 -1.065  0.369
H7 -3.371 -0.361 -0.826  0.376
O1 2.364 0.019 0.013  -0.964
H8 2.129 0.254 -0.894  0.481
H9 1.585 -0.189 0.557  0.490
O2 2.247 -1.682 6.960  -0.973
H10 1.951 -0.754 6.975  0.487
H11 1.595 -2.388 6.877  0.486
O3 2.261 -2.359 -1.962  -0.945
H12 3.074 -2.303 -2.467  0.461
H13 2.557 -1.827 -1.195  0.478

10.
Entry from the Open Molecules 2025 dataset: a 4-piece molecular cluster, C3H13NO3 overall at a distorted geometry (ωB97M-V/def2-TZVPD).

Properties
- Gap between HOMO and LUMO: 8.33 eV
- Strongest force on any atom: 6.130 eV Å⁻¹
- SMILES: C/C=C/N.O.O.O
- Calculated total energy: -10953.1673 eV

Each line ends with the natural charge from an NBO analysis.
Atoms and positions in Å:
C1 -0.189 0.929 -2.562  -0.638
C2 -0.587 0.015 -1.488  -0.260
C3 -1.752 -0.190 -0.862  -0.025
N1 -2.075 -1.028 0.215  -0.848
H1 0.285 1.847 -2.120  0.205
H2 0.489 0.567 -3.275  0.215
H3 -1.054 1.320 -3.103  0.209
H4 0.262 -0.837 -1.273  0.177
H5 -2.448 0.655 -0.811  0.172
H6 -2.990 -1.191 0.269  0.368
H7 -1.317 -1.701 0.532  0.412
O1 0.553 -1.522 0.997  -0.975
H8 1.448 -1.200 0.846  0.514
H9 0.670 -1.906 1.873  0.474
O2 0.333 1.426 1.643  -0.991
H10 0.023 0.416 1.595  0.509
H11 -0.463 1.856 1.889  0.481
O3 2.792 0.250 1.093  -0.990
H12 3.266 0.671 0.339  0.478
H13 2.093 0.930 1.335  0.512

These records have energy relative to the best compared isomer or geometry (same formula, charge and spin) values of 1.787 4.650 0.780 1.390 1.357 0.828 1.992 1.211 1.151 1.604 eV, in the order they appear.